# 1
{"formula": "C23H42MgN5O", "method": "wB97M-V/def2-TZVPD", "species": ["Mg", "C", "C", "C", "O", "H", "H", "H", "H", "H", "H", "H", "C", "C", "C", "C", "N", "H", "H", "H", "H", "H", "H", "H", "C", "C", "C", "C", "N", "H", "H", "H", "H", "H", "H", "H", "C", "C", "C", "C", "N", "H", "H", "H", "H", "H", "H", "H", "C", "C", "C", "C", "N", "H", "H", "H", "H", "H", "H", "H", "C", "C", "C", "C", "N", "H", "H", "H", "H", "H", "H", "H"], "coordinates": [[-0.074, 0.198, -0.904], [-1.922, -2.691, 1.147], [-1.878, -2.612, -0.430], [-3.303, -2.508, -0.931], [-1.110, -1.500, -0.978], [-2.832, -3.188, 1.482], [-2.049, -1.664, 1.492], [-1.053, -3.118, 1.646], [-1.400, -3.546, -0.726], [-4.060, -3.108, -0.427], [-3.313, -2.575, -2.018], [-3.664, -1.498, -0.736], [-3.368, -0.281, -5.444], [-2.309, -1.290, -5.188], [-0.854, -0.820, -4.991], [-0.535, 0.093, -3.855], [-0.328, 0.778, -2.935], [-4.357, -0.704, -5.273], [-3.301, 0.162, -6.438], [-3.362, 0.539, -4.726], [-2.370, -2.046, -5.970], [-2.459, -1.860, -4.271], [-0.668, -0.146, -5.827], [-0.036, -1.540, -4.978], [2.922, 6.476, -0.719], [2.672, 5.071, -1.184], [1.862, 4.306, -0.151], [1.558, 2.985, -0.546], [1.272, 1.932, -0.889], [1.984, 7.030, -0.709], [3.634, 6.929, -1.409], [3.417, 6.533, 0.251], [3.562, 4.446, -1.252], [2.156, 5.266, -2.124], [0.876, 4.752, -0.021], [2.469, 4.262, 0.753], [0.760, -2.096, 4.354], [2.161, -1.598, 3.931], [2.128, -0.120, 3.307], [1.431, -0.134, 2.006], [0.764, -0.168, 1.016], [0.523, -1.784, 5.371], [0.635, -3.165, 4.524], [-0.086, -1.750, 3.759], [2.594, -2.444, 3.397], [2.645, -1.401, 4.887], [3.170, 0.117, 3.096], [1.681, 0.550, 4.042], [1.955, -4.230, 0.538], [2.927, -3.856, -0.612], [2.163, -3.306, -1.868], [1.860, -1.930, -1.770], [1.638, -0.768, -1.654], [1.787, -3.348, 1.156], [2.411, -4.888, 1.277], [1.064, -4.677, 0.097], [3.449, -4.790, -0.823], [3.617, -3.039, -0.401], [1.200, -3.810, -1.787], [2.614, -3.527, -2.835], [-2.806, 1.937, 3.904], [-2.102, 3.234, 3.302], [-0.956, 3.060, 2.305], [-1.190, 2.235, 1.110], [-1.426, 1.643, 0.129], [-3.684, 2.210, 4.491], [-2.183, 1.165, 4.356], [-3.281, 1.393, 3.087], [-1.689, 3.989, 3.971], [-2.842, 3.702, 2.653], [-0.174, 2.476, 2.791], [-0.534, 4.056, 2.173]], "mulliken_charge": [0.966, -1.047, 0.651, -1.296, -0.649, 0.477, 0.074, 0.130, 0.069, 0.380, 0.173, 0.311, -1.221, 0.164, -0.582, 0.457, -0.483, 0.352, 0.341, 0.328, 0.361, -0.178, 0.385, 0.350, -1.312, -0.377, -0.536, 0.278, -0.254, 0.339, 0.365, 0.358, 0.384, 0.306, 0.267, 0.308, -1.071, -0.475, -0.660, 0.193, -0.163, 0.398, 0.345, 0.167, 0.396, 0.326, 0.305, 0.336, -0.764, -0.610, -0.580, 0.607, -0.495, -0.142, 0.459, 0.353, 0.294, 0.428, 0.136, 0.463, -1.109, -0.759, 0.035, 0.490, -0.541, 0.342, 0.287, 0.343, 0.386, 0.326, 0.021, 0.292], "e_lumo_ev": -2.09, "spin_multiplicity": 1, "e_above_lowest_ev": 2.806, "total_energy_ev": -39469.91667, "total_charge": 1, "mol_weight_da": 428.93}

# 2
{"formula": "C26H26N3PSeSn", "method": "wB97M-V/def2-TZVPD", "species": ["Sn", "C", "N", "C", "Se", "N", "C", "C", "C", "C", "C", "C", "H", "H", "H", "H", "H", "H", "H", "H", "C", "P", "C", "C", "C", "C", "C", "C", "C", "C", "C", "C", "C", "C", "H", "H", "H", "H", "H", "H", "H", "H", "H", "H", "H", "H", "H", "C", "C", "C", "N", "C", "C", "H", "H", "H", "H", "H"], "coordinates": [[-0.500, -1.017, -0.675], [-1.059, 2.209, 4.410], [-0.650, 0.866, 4.774], [-0.422, -0.160, 3.945], [-0.628, -0.183, 2.088], [-0.069, -1.224, 4.682], [-0.073, -0.893, 6.034], [0.203, -1.626, 7.179], [0.091, -0.953, 8.381], [-0.282, 0.396, 8.439], [-0.556, 1.123, 7.296], [-0.443, 0.445, 6.091], [-1.148, 2.263, 3.329], [-0.316, 2.924, 4.757], [-2.022, 2.435, 4.867], [0.124, -2.126, 4.282], [0.488, -2.668, 7.137], [0.293, -1.482, 9.302], [-0.357, 0.879, 9.403], [-0.846, 2.163, 7.345], [-3.711, 0.292, -3.574], [-2.048, -0.226, -3.066], [-1.049, -0.457, -4.549], [-0.578, 0.604, -5.324], [0.169, 0.349, -6.462], [0.430, -0.963, -6.845], [-0.052, -2.022, -6.089], [-0.784, -1.771, -4.937], [-1.318, 1.186, -2.177], [-2.087, 2.016, -1.358], [-1.473, 2.913, -0.498], [-0.085, 2.993, -0.409], [0.696, 2.170, -1.195], [0.091, 1.256, -2.065], [-3.686, 1.228, -4.132], [-4.361, 0.388, -2.705], [-4.115, -0.495, -4.210], [-0.792, 1.628, -5.039], [0.537, 1.170, -7.061], [1.000, -1.156, -7.743], [0.135, -3.042, -6.397], [-1.167, -2.598, -4.349], [-3.167, 1.976, -1.402], [-2.088, 3.567, 0.106], [0.376, 3.705, 0.261], [1.776, 2.234, -1.161], [0.707, 0.702, -2.767], [4.292, -2.196, -1.827], [3.418, -1.996, -2.888], [2.108, -1.663, -2.619], [1.654, -1.528, -1.361], [2.499, -1.722, -0.335], [3.823, -2.056, -0.530], [5.324, -2.459, -2.012], [3.746, -2.097, -3.913], [1.391, -1.503, -3.416], [2.088, -1.596, 0.662], [4.471, -2.202, 0.322]], "mulliken_charge": [0.811, -0.774, 0.355, -0.016, -0.477, 0.063, 0.289, -0.881, -0.470, -0.691, -0.531, 0.775, 0.078, 0.363, 0.360, 0.220, 0.401, 0.410, 0.403, 0.436, -1.350, 0.599, 0.561, -0.045, -0.734, -0.527, -0.592, -0.599, 0.000, -0.647, -0.678, -0.673, -0.513, -0.207, 0.430, 0.472, 0.405, 0.467, 0.434, 0.448, 0.445, 0.386, 0.354, 0.479, 0.465, 0.495, 0.699, -0.188, -0.902, 0.446, -0.072, 0.055, -0.771, 0.439, 0.438, 0.126, 0.308, 0.421], "e_lumo_ev": -6.57, "spin_multiplicity": 1, "e_above_lowest_ev": 1.675, "total_energy_ev": -112307.64136, "total_charge": 2, "mol_weight_da": 609.16}

# 3
{"formula": "H80O40", "method": "wB97M-V/def2-TZVPD", "species": ["H", "H", "O", "H", "H", "O", "H", "H", "O", "H", "H", "O", "H", "H", "O", "H", "O", "H", "O", "H", "H", "O", "H", "H", "O", "H", "H", "O", "H", "H", "O", "H", "O", "H", "H", "O", "H", "H", "O", "H", "H", "O", "H", "H", "O", "H", "H", "O", "H", "H", "O", "H", "O", "H", "H", "O", "H", "O", "H", "H", "O", "H", "H", "O", "H", "H", "O", "H", "H", "O", "H", "H", "O", "H", "H", "O", "H", "H", "O", "H", "H", "O", "H", "H", "O", "H", "H", "O", "H", "O", "H", "H", "O", "H", "H", "H", "H", "H", "H", "O", "H", "H", "O", "H", "H", "O", "H", "H", "O", "H", "H", "O", "H", "H", "O", "H", "H", "O", "H", "H"], "coordinates": [[1.317, 0.673, -4.261], [1.009, 1.054, -5.590], [1.823, 1.138, -5.034], [1.113, -2.835, 0.940], [-0.483, -3.083, 1.406], [0.555, -2.869, 1.669], [0.876, -5.411, -2.039], [-0.144, -4.866, -1.272], [0.856, -4.730, -1.283], [-2.945, 1.464, -4.947], [-3.392, 0.115, -4.689], [-3.308, 0.745, -5.507], [5.946, -0.538, 3.517], [4.481, -0.351, 3.360], [5.351, 0.216, 3.275], [0.559, 1.764, 2.201], [1.096, 2.465, 2.125], [0.597, -0.148, 2.244], [-0.274, 0.095, 2.148], [-1.044, 2.045, -3.739], [-1.499, 0.877, -2.960], [-1.630, 1.895, -2.967], [2.927, -3.614, 2.958], [1.544, -3.034, 2.917], [2.388, -3.137, 3.416], [-3.430, 0.822, -0.298], [-3.313, 1.943, 0.797], [-3.187, 0.918, 0.632], [-4.728, 0.771, -2.832], [-6.106, 0.379, -2.118], [-5.156, 0.235, -2.117], [0.076, 4.308, -2.087], [-0.266, 3.511, -1.514], [4.316, -0.699, -4.626], [2.989, -0.709, -5.019], [3.709, -1.301, -5.053], [-0.031, 0.669, 6.292], [0.635, 2.147, 6.433], [0.755, 1.260, 6.153], [2.404, 1.825, 5.004], [1.273, 2.802, 4.406], [2.218, 2.658, 4.399], [-0.331, 3.702, 1.451], [-0.455, 4.181, 0.131], [-0.317, 4.537, 0.957], [-0.015, 6.136, 2.014], [-0.021, 5.122, 3.012], [0.053, 5.956, 2.954], [-2.449, -0.682, 2.872], [-2.402, -2.148, 2.190], [-2.090, -1.649, 2.964], [-1.664, -3.124, -3.466], [-1.660, -4.042, -3.092], [0.272, -2.373, -0.368], [-0.113, -1.176, 0.455], [-0.201, -1.521, -0.491], [2.822, -2.018, 4.697], [2.422, -1.236, 5.334], [4.801, 2.129, 2.164], [4.745, 0.997, 1.093], [5.209, 1.790, 1.226], [2.908, -0.350, 1.530], [2.092, -1.789, 1.589], [2.072, -0.809, 1.535], [1.713, -5.375, 1.986], [1.944, -5.505, 0.380], [1.916, -4.881, 1.124], [-3.917, 3.037, -1.739], [-4.897, 3.901, -1.165], [-4.770, 2.985, -1.352], [2.692, -2.851, -2.165], [2.856, -1.614, -1.593], [2.567, -2.057, -2.429], [0.064, -1.395, -3.406], [0.127, -0.666, -2.410], [-0.153, -0.524, -3.353], [0.082, 1.790, -1.342], [0.319, 0.696, -0.621], [0.646, 0.935, -1.483], [5.543, 1.719, -0.893], [5.099, 1.163, -2.293], [5.826, 1.512, -1.768], [-4.103, -2.558, 0.683], [-3.109, -2.335, -0.066], [-3.239, -2.416, 0.789], [2.468, -3.527, 0.213], [3.662, -2.699, 0.556], [2.823, -2.701, 0.090], [2.547, 2.279, -1.561], [2.875, 1.976, -2.515], [-5.059, -1.079, 1.169], [-5.350, 0.386, 1.363], [-5.082, -0.337, 1.908], [-2.437, -3.838, -2.536], [2.041, 2.189, 2.223], [1.710, -1.857, 5.691], [-0.548, 0.008, 3.057], [-0.736, 3.090, -2.295], [2.436, 1.204, -2.568], [-1.539, -0.243, 5.480], [-2.074, 0.022, 4.740], [-0.954, -1.002, 5.110], [-4.488, -2.455, -3.243], [-4.885, -2.693, -4.073], [-3.611, -2.691, -3.394], [-4.031, 3.063, -4.071], [-3.949, 2.704, -3.150], [-3.249, 3.335, -4.249], [-3.626, 5.023, 0.323], [-2.556, 4.997, 0.395], [-3.633, 4.405, 1.141], [-5.087, -2.847, -0.975], [-5.201, -3.634, -1.298], [-5.542, -2.231, -1.651], [4.113, -4.745, -2.098], [3.142, -4.596, -1.956], [4.339, -4.484, -3.025], [3.055, 4.697, 2.104], [2.272, 4.365, 2.382], [3.393, 5.252, 2.738]], "mulliken_charge": [0.242, 0.338, -0.660, -0.060, 0.261, -0.366, 0.290, 0.181, -0.459, 0.259, 0.323, -0.606, 0.298, 0.276, -0.581, 0.446, 0.016, -0.073, -0.207, 0.317, 0.150, -0.508, 0.187, 0.325, -0.664, 0.136, 0.147, -0.206, 0.222, 0.280, -0.475, 0.311, -0.694, 0.337, 0.299, -0.642, 0.337, 0.274, -0.611, 0.301, 0.289, -0.608, 0.314, 0.192, -0.505, 0.347, 0.270, -0.615, 0.210, 0.308, -0.554, 0.337, -0.598, 0.024, -0.131, 0.585, 0.356, -0.577, 0.314, 0.314, -0.665, -0.428, 0.104, 0.203, 0.282, 0.252, -0.593, 0.314, 0.252, -0.474, 0.087, 0.222, -0.460, 0.261, 0.083, -0.566, 0.067, 0.007, 0.622, 0.338, 0.295, -0.627, 0.219, 0.096, -0.500, -0.114, 0.230, 0.032, 0.329, -0.658, 0.276, 0.298, -0.620, 0.345, -0.091, 0.266, 0.177, 0.264, 0.148, -0.641, 0.303, 0.344, -0.394, 0.227, 0.090, -0.590, 0.143, 0.333, -0.685, 0.377, 0.311, -0.565, 0.208, 0.300, -0.607, 0.267, 0.337, -0.571, 0.273, 0.259], "e_lumo_ev": -1.18, "spin_multiplicity": 1, "e_above_lowest_ev": 18.349, "total_energy_ev": -83187.46620, "mol_weight_da": 720.60}

# 4
{"formula": "C5H15N3O2", "method": "wB97M-V/def2-TZVPD", "species": ["C", "C", "C", "C", "C", "N", "N", "N", "O", "O", "H", "H", "H", "H", "H", "H", "H", "H", "H", "H", "H", "H", "H", "H", "H"], "coordinates": [[0.522, 2.306, -2.818], [0.156, -0.099, 2.841], [-1.740, -0.151, 1.097], [0.465, -0.463, 0.545], [1.479, -1.615, 0.656], [-1.407, 1.103, -2.268], [-0.015, 0.929, -2.824], [-0.522, -0.664, 1.627], [0.221, -0.085, -3.436], [0.783, -2.828, 0.402], [1.554, 2.290, -2.489], [0.700, 2.534, -3.793], [-0.142, 2.895, -2.206], [-0.327, 0.811, 2.979], [-0.068, -0.808, 3.646], [1.186, 0.015, 2.736], [-2.530, -0.077, 1.876], [-1.661, 0.675, 0.494], [-2.090, -0.917, 0.535], [-0.180, -0.484, -0.408], [1.131, 0.483, 0.472], [2.124, -1.517, -0.094], [1.992, -1.752, 1.530], [-2.047, 0.340, -2.384], [0.415, -2.925, 1.285]], "mulliken_charge": [-0.778, -1.167, -1.417, 0.093, -0.972, -0.568, 0.711, 0.024, -0.566, -0.565, 0.291, 0.361, 0.295, 0.424, 0.288, 0.418, 0.348, 0.537, 0.475, 0.025, 0.152, 0.584, 0.391, 0.263, 0.355], "e_lumo_ev": [0.88, -1.66], "spin_multiplicity": 3, "total_energy_ev": -13985.10388, "mol_weight_da": 149.19}